20
Properties=species:S:1:pos:R:3:forces:R:3:lowdin_charge:R:1 method="wB97M-V/def2-TZVPD" largest_force_ev_per_a=5.07 gap_ha="0.244 / 0.262" homo_energy_ev="-8.229 / -8.637" e_lumo_ev="-1.598 / -1.510" e_tot_ev=-36324.1222 total_charge=0
C -0.8724 -0.9567 0.5011 1.1 -0.5 0.1 -0.06
C 0.5589 -1.0209 0.3740 -2.7 0.4 0.3 -0.41
C 1.1170 0.1687 0.6966 3.1 -0.1 -0.7 -0.03
C -1.2546 1.4156 0.0233 -1.7 -1.5 0.1 -0.53
C -1.5389 0.2786 0.9850 -1.7 0.1 0.9 -0.21
C -1.9647 1.2858 -1.2098 1.6 4.4 -1.9 -0.54
C 1.1782 -2.2892 -0.1340 1.7 2.5 -1.3 -0.05
N -0.4935 2.3418 0.4561 0.5 0.8 -0.5 0.16
O 2.9791 0.7078 -1.3115 -0.1 -0.2 1.3 -0.35
O 3.7630 1.0112 1.0358 0.2 0.3 0.2 -0.34
S 2.8708 0.3974 0.1095 -1.6 -0.1 -0.8 0.80
Cl -2.9124 0.0371 -1.7045 -0.8 -1.1 -0.2 0.74
H -1.4377 -1.8056 0.1292 -0.1 0.1 0.2 0.10
H -2.6750 0.1398 1.0635 1.6 0.0 -0.1 0.13
H -1.1835 0.6496 1.9735 -0.1 -0.6 -0.6 0.13
H -1.9227 2.1933 -1.9921 0.0 -2.2 1.9 0.12
H 0.5751 -3.1055 0.1012 -1.1 -1.4 -0.2 0.05
H 2.1025 -2.3766 0.4395 0.2 -0.3 -0.5 0.08
H 1.3666 -2.0778 -1.2577 -0.1 -1.0 1.8 0.13
H -0.2559 3.0056 -0.2787 -0.1 0.2 -0.1 0.07